No. 1
DFT (ωB97M-V with the def2-TZVPD basis set) results for 5 unconnected molecules or ions with the total composition C34H42O3S at a distorted geometry.

```
80
Properties=species:S:1:pos:R:3
S 3.1508 1.9409 2.7401
O 3.4207 2.7170 3.8884
O 3.9838 0.8097 2.5706
O 1.6142 1.5282 2.8435
C 1.8063 0.7210 -0.7630
C 0.7735 0.1040 -1.6690
C 4.9897 8.6621 4.9748
C -3.8205 -6.9776 -2.9588
C -5.0699 -6.7040 -3.4981
C -4.7568 -5.0616 0.1125
C 0.5919 -2.8586 -4.5231
C 0.5123 -4.1288 -3.9696
C -1.8054 -4.2558 -4.5951
C 1.9559 5.4738 2.6322
C 3.4495 10.6065 3.7284
C 1.8717 2.9470 0.5296
C 3.7347 10.7096 5.0826
C -5.2168 -3.9883 0.8625
C 4.6973 8.5552 3.6225
C -4.1252 -4.8813 2.8090
C -3.6630 -5.9530 2.0578
C 3.2273 2.9109 1.2174
C -4.1015 -9.3050 -3.4899
C -0.6857 -4.8282 -4.0066
C -4.9042 -3.8999 2.2118
C 4.5067 9.7386 5.7053
C -1.7274 -2.9824 -5.1416
C -3.3350 -8.2780 -2.9573
C -3.9824 -6.0455 0.7102
C -0.5286 -2.2842 -5.1071
C 3.9299 9.5286 2.9981
C 1.2147 1.5588 0.3884
C -5.8377 -7.7315 -4.0277
C 1.2367 0.7456 1.6959
C 3.8978 4.2763 1.4336
C 2.9678 5.4821 1.4567
C -0.2327 0.7546 -2.2058
C -5.3542 -9.0325 -4.0216
H -0.5038 0.5115 -3.2210
H 4.7318 9.8209 6.7610
H 1.1640 3.5893 1.0346
H -5.0022 -5.1328 -0.9395
H 4.6496 4.4015 0.6615
H 1.9894 6.4482 3.1079
H -5.4465 -5.6882 -3.5053
H 5.5933 7.9055 5.4597
H -3.8784 -4.8109 3.8608
H 1.9981 3.2928 -0.4910
H 0.1719 1.7462 0.1686
H -3.6282 -6.8849 0.1244
H -2.6022 -2.5337 -5.5949
H 0.8844 -0.9423 -1.9303
H 1.3851 -4.5743 -3.5090
H -2.7395 -4.8025 -4.6270
H 2.2135 4.7537 3.3994
H -5.2669 -3.0653 2.7984
H 3.7064 9.4469 1.9416
H 2.8519 11.3668 3.2415
H 5.0691 7.7109 3.0551
H -0.7971 1.5315 -1.7100
H 0.2498 0.3406 1.8809
H -3.2238 -6.1760 -2.5394
H 3.6032 6.3483 1.6214
H -3.0539 -6.7174 2.5233
H 2.4776 5.6752 0.5093
H -2.3583 -8.4909 -2.5406
H 3.3559 11.5480 5.6532
H 1.9026 -0.1080 1.6390
H -5.9539 -9.8345 -4.4324
H 0.9537 5.3545 2.2361
H 2.4144 -0.0861 -0.3664
H 4.4410 4.2858 2.3719
H -0.7477 -5.8202 -3.5762
H 2.4254 1.3427 -1.4004
H -0.4672 -1.2916 -5.5356
H -3.7224 -10.3190 -3.4900
H 1.5281 -2.3148 -4.4978
H 3.8787 2.3370 0.5697
H -5.8201 -3.2202 0.3951
H -6.8134 -7.5186 -4.4455
```

Computed properties:
- multiplicity = 1
- gap between HOMO and LUMO (eV) = 9.8

Results of the Mulliken charge analysis, in e, for atoms 1 through 4: 1.4362, -0.6927, -0.7196, -0.4003

---

No. 2
DFT (ωB97M-V with the def2-TZVPD basis set) results for a molecular structure, C42H47AsFeN2O3SSbSe.

```
99
Properties=species:S:1:pos:R:3
Sb -2.4301 -1.3844 2.0875
Se 0.0917 3.5230 0.5499
As -1.8886 1.5569 -2.2403
Fe -0.2651 -0.8756 -0.5309
S -2.5921 -1.6003 -0.1906
O 6.5169 0.6972 -0.7554
O -0.6158 0.7169 -1.5274
O 2.8511 -6.8085 0.5693
N 1.8155 -0.7278 -0.4991
N 0.4116 -2.8983 -1.0638
C -3.3348 -4.2612 2.2964
C 1.9663 -6.8582 -0.5329
C -4.8377 0.3886 2.3883
C 3.8404 0.5241 -0.4757
C 2.5186 -1.8651 -0.5800
C 3.0591 7.0978 0.9495
C 0.1072 0.2871 2.3768
C -5.6004 1.4453 2.8603
C -2.8369 0.4085 -3.4434
C 2.3514 4.3954 -1.5890
C -2.9696 -3.1528 3.0517
C 2.4617 0.4384 -0.4627
C -1.1380 3.0248 -3.2026
C 0.4847 -2.0874 2.6484
C -3.3265 -4.3768 5.0815
C 1.4605 0.5229 2.5830
C 2.2257 5.2099 -0.3299
C 3.0718 6.2965 -0.1863
C 0.1003 -5.2635 -1.1314
C 3.9789 8.2715 1.0842
C -3.0856 2.2019 -0.8930
C 1.6996 -3.0998 -0.7207
C 2.1678 6.7824 1.9800
C 1.8378 -1.8422 2.8353
C -2.9860 1.1180 3.7624
C -0.3862 -1.0183 2.4281
C -5.0574 2.3389 3.7755
C 4.5828 -0.6483 -0.5318
C 3.9009 -1.8601 -0.5987
C 2.2217 -4.3639 -0.5300
C -3.7560 2.1753 4.2275
C 2.3223 -0.5395 2.8149
C 1.4119 -5.4761 -0.7346
C 6.0846 -0.6226 -0.5242
C -3.6949 -5.4875 4.3322
C 1.3035 5.7135 1.8971
C -3.5296 0.2288 2.8405
C 0.3647 5.4509 3.0406
C -3.7011 -5.4319 2.9453
C -0.3589 -3.9669 -1.2708
C 1.3102 4.9117 0.7160
C -2.9638 -3.2012 4.4432
H 2.5104 -2.6705 3.0183
H -3.4044 1.0135 -4.1495
H -2.5044 2.7707 -0.1686
H -2.6896 -2.3345 5.0346
H -0.5709 -6.0928 -1.3106
H -3.3388 2.8662 4.9477
H -0.7267 3.7321 -2.4844
H 3.2685 -7.6684 0.6824
H 1.1467 -7.5640 -0.3739
H -3.5082 -0.2305 -2.8744
H 4.6170 8.1595 1.9624
H 2.1586 7.3985 2.8718
H 2.2932 5.0427 -2.4654
H 0.1112 -3.1048 2.6954
H 3.3304 3.9109 -1.6215
H 6.4242 -0.9883 0.4532
H -5.6555 3.1620 4.1431
H -1.9771 0.9915 4.1359
H -5.2691 -0.3036 1.6732
H -1.9076 3.5055 -3.8049
H -0.6487 5.7694 2.7869
H 1.8390 1.3264 -0.4241
H -3.3278 -4.4252 6.1619
H 1.8309 1.5408 2.5621
H 7.4783 0.7213 -0.7773
H 4.6152 8.3874 0.2095
H -3.3422 -4.2096 1.2136
H -3.9844 -6.4005 4.8350
H -1.3884 -3.7710 -1.5374
H -3.5554 1.3474 -0.4100
H -3.9970 -6.2983 2.3692
H 2.4927 -7.1565 -1.4475
H -0.5529 1.1332 2.2099
H -6.6195 1.5688 2.5193
H 4.4485 -2.7880 -0.6964
H 0.6813 6.0066 3.9214
H -0.3445 2.6490 -3.8458
H -2.1134 -0.1975 -3.9859
H -3.8412 2.8431 -1.3458
H 3.7659 6.5291 -0.9862
H 6.4579 -1.3165 -1.2846
H 4.3310 1.4858 -0.4557
H 3.4075 9.1915 1.2181
H 3.3752 -0.3541 2.9845
H 1.5873 3.6271 -1.6679
H 3.2402 -4.5010 -0.1972
H 0.3128 4.3926 3.2901
```

Computed properties:
- multiplicity = 6
- total charge = +2
- gap between HOMO and LUMO (alpha / beta) (eV) = 7.4 / 6.4
- ⟨S²⟩ = 8.780

Results of the Mulliken charge analysis, in e, for atoms 1 through 4: 1.8824, -0.0502, 0.3808, 1.2576

---

No. 3
DFT (ωB97M-V with the def2-TZVPD basis set) results for a molecular structure, C33H86NO17Y at a distorted geometry.

```
138
Properties=species:S:1:pos:R:3
Y 11.3756 20.4084 8.8392
O 15.6286 26.8868 16.8084
O 13.6125 19.6713 9.2585
O 14.4856 25.4459 4.2426
O 21.0921 21.3013 13.0216
O 12.1581 22.2816 10.1286
O 18.2167 22.1598 8.8415
O 9.3667 20.5955 9.9654
O 10.1348 18.9945 15.5182
O 16.6760 26.4173 7.0275
O 15.7464 18.9891 14.3929
O 17.9247 20.7377 11.2641
O 11.5659 19.2741 10.9182
O 15.2876 28.0623 8.9259
O 15.4855 29.0584 11.3964
O 8.6250 28.5121 6.7515
O 12.7322 20.2941 6.8748
O 19.2300 24.8235 9.4269
N 13.0449 23.2054 10.6514
C 11.8100 20.3754 16.4651
C 9.4458 20.5693 11.4082
C 17.1705 26.9189 14.8695
C 15.7495 26.8607 15.3920
C 7.9895 26.4437 7.7831
C 14.5376 20.4854 8.4888
C 13.5745 22.8166 11.9595
C 16.8888 21.0179 14.8615
C 16.1202 29.1938 9.0885
C 9.6227 21.2720 15.5577
C 10.4378 19.4812 11.8144
C 12.4467 23.0598 12.9878
C 14.1771 20.2018 7.0207
C 19.9057 21.5473 12.2807
C 12.6961 24.6203 8.6585
C 14.1353 21.4240 12.1123
C 17.9150 24.3903 9.7412
C 12.7332 24.5723 10.1935
C 14.9208 25.5183 5.6057
C 8.8585 27.6859 7.8902
C 14.3854 25.2669 12.0485
C 10.3089 20.1546 16.3301
C 14.8488 27.8995 14.8109
C 15.8010 19.7389 16.7272
C 13.9939 25.4109 10.5693
C 14.7176 23.8185 12.3117
C 15.6455 29.9516 10.3041
C 8.7189 28.5487 9.1745
C 11.4840 25.2442 10.7637
C 17.4409 23.3406 8.7468
C 16.2566 26.2339 5.6702
C 15.7305 20.1388 15.2399
C 19.0533 20.3023 12.0471
H 11.6732 24.5045 8.2911
H 17.3480 25.3383 9.6893
H 10.7832 19.7533 12.8158
H 10.7938 24.5248 11.2130
H 13.3882 20.6443 11.9486
H 9.9948 18.1940 16.0302
H 19.6038 19.6029 11.4210
H 19.2954 22.3469 12.7142
H 15.3394 18.2052 14.7682
H 7.9681 25.8243 8.6728
H 13.8208 27.7112 15.1447
H 17.6859 27.8238 15.2159
H 9.8911 19.9612 17.3196
H 8.4136 20.5824 9.7951
H 9.6830 21.5495 11.8207
H 16.1936 26.1710 17.1240
H 16.2821 27.1873 5.1480
H 17.7985 26.1016 15.2389
H 17.6069 26.1704 7.0395
H 14.7221 21.3386 13.0179
H 17.1705 28.8976 9.2573
H 15.1109 18.9206 16.9248
H 12.6003 22.6927 14.0057
H 16.8241 21.8563 15.5575
H 20.8131 21.0220 13.9053
H 12.6085 20.4475 5.9270
H 9.3007 29.1956 6.7684
H 15.2463 25.9182 12.2091
H 13.4222 23.9491 8.1947
H 18.7135 19.9212 13.0113
H 12.1577 24.1012 13.1408
H 15.5497 20.1965 8.7600
H 14.8247 21.2197 11.2797
H 10.2095 21.6263 14.7039
H 9.4846 22.1973 16.1217
H 14.1997 19.0012 9.6271
H 16.3753 23.1047 8.7087
H 9.8633 18.5612 11.9411
H 14.7566 27.9403 13.7260
H 15.0994 28.2474 11.0399
H 16.9060 25.4964 5.1914
H 8.4679 20.2787 11.7913
H 20.3088 21.8837 11.3219
H 8.6463 20.8945 15.2589
H 12.3392 19.7199 17.1592
H 12.1572 21.4059 16.5610
H 14.7797 20.6659 15.0877
H 8.7951 29.6084 8.9386
H 17.8335 20.4780 14.8987
H 8.2878 25.9821 6.8403
H 14.4180 21.5636 8.6279
H 9.5994 28.4105 9.8120
H 14.7272 30.5082 10.0973
H 16.4632 30.6086 10.6048
H 14.9349 23.7042 13.3814
H 15.6580 20.5765 17.4101
H 17.6880 24.1313 10.7848
H 15.0372 28.9096 15.1816
H 16.7804 21.3790 13.8352
H 13.5601 25.1933 4.2644
H 19.6823 25.0494 10.2451
H 15.5452 27.5567 8.1458
H 11.7017 25.9523 11.5635
H 17.7161 23.7320 7.7632
H 12.0039 18.5518 11.3927
H 15.4240 25.8751 15.0087
H 15.0604 24.4753 5.9193
H 11.5568 22.6162 12.5232
H 14.5486 20.9332 6.3044
H 16.8303 19.4358 16.9388
H 10.9303 25.7529 9.9749
H 14.8290 24.9639 10.0255
H 15.6735 23.4903 11.8884
H 13.7196 26.4158 10.2562
H 14.5578 19.2007 6.8096
H 17.3660 20.0057 11.0015
H 9.8971 27.3240 7.9338
H 14.1411 25.9749 6.2237
H 12.2897 20.0696 15.5226
H 18.1425 21.7553 9.7292
H 13.5836 25.6516 12.6802
H 16.2909 29.7749 8.1733
H 7.8297 28.3058 9.7536
H 17.2600 26.9517 13.7831
H 12.9987 25.6110 8.3090
H 6.9822 26.8120 7.5566
```

Computed properties:
- multiplicity = 1
- total charge = +2
- gap between HOMO and LUMO (eV) = 4.7

Results of the Mulliken charge analysis, in e, for atoms 1 through 4: 1.2216, -0.5703, -0.4728, -0.5821

---

No. 4
DFT (ωB97M-V with the def2-TZVPD basis set) results for 2 unconnected molecules or ions with the total composition C4H11N2 at a distorted geometry.

```
17
Properties=species:S:1:pos:R:3
N -1.8152 -0.1947 -0.1814
N 0.7473 1.2068 0.0732
C 2.3754 -0.5597 -0.3971
C -2.1128 0.9059 0.4019
C -1.2847 -1.3298 0.1884
C 1.2940 0.0550 0.2845
H 2.1128 -0.7817 -1.4047
H -1.9824 -0.0063 -1.2385
H 2.8217 -1.4805 0.1597
H 1.1367 1.8209 -0.6362
H 3.0885 0.1816 -0.6017
H -1.2277 -2.1466 -0.5389
H -2.3347 1.8145 -0.2693
H -2.2208 0.9385 1.5457
H -1.1350 -1.5588 1.2996
H 0.7819 -0.3744 1.0463
H -0.2449 1.5092 0.2683
```

Computed properties:
- multiplicity = 1
- total charge = +1
- gap between HOMO and LUMO (alpha / beta) (eV) = 7.3 / 7.3

Results of the Mulliken charge analysis, in e, for atoms 1 through 4: 0.0005, -0.2374, -1.1499, -0.9319

---

No. 5
DFT (ωB97M-V with the def2-TZVPD basis set) results for a molecular structure, C5H12O.

```
18
Properties=species:S:1:pos:R:3
O 1.8940 0.6494 0.4460
C -0.4671 1.3046 -0.0031
C 1.1264 1.5896 -0.0936
C 1.3614 -1.3566 0.0400
C -0.8015 -0.0443 -0.4629
C -1.7863 -0.8727 0.3326
H 1.1691 2.5279 0.4798
H -1.5967 -0.7720 1.4048
H 2.1214 -1.2215 -0.7112
H -2.8164 -0.5350 0.1558
H -0.9331 -0.1462 -1.5445
H 0.3147 -0.5453 -0.2246
H 0.6986 -2.2167 -0.1543
H -1.7561 -1.9381 0.0731
H -0.8815 2.1008 -0.6204
H -0.7587 1.4266 1.0437
H 1.3321 1.7787 -1.1714
H 1.7516 -1.3669 1.0433
```

Computed properties:
- multiplicity = 1
- gap between HOMO and LUMO (alpha / beta) (eV) = 8.1 / 8.1

Results of the Mulliken charge analysis, in e, for atoms 1 through 4: -0.6119, -0.6201, -0.3759, -1.0577

---

No. 6
DFT (ωB97M-V with the def2-TZVPD basis set) results for a molecular structure, C18H35Al2Cl4FInMgNO7 at a distorted geometry.

```
70
Properties=species:S:1:pos:R:3
In -1.7405 -3.3087 -1.7509
Cl -4.7772 -2.1033 -2.5573
Cl 7.1858 5.5306 2.1158
Cl 7.5426 2.7456 1.3832
Cl 5.3673 4.2739 0.2281
Al 2.1045 -3.4043 -4.5191
Al 1.7500 -0.3619 -5.0997
Mg -0.3811 1.5999 -0.5858
F 1.9140 -0.9478 -1.4056
O 3.5327 6.9238 3.1137
O -1.9624 1.4809 4.1024
O 0.0201 1.3229 3.5555
O -3.2917 -1.8794 -1.3938
O -7.6385 -2.7383 -4.9024
O -1.2715 -0.4556 3.2894
O -0.6539 -0.4158 -0.8582
N 1.2307 -3.0059 -2.7337
C -9.0147 -2.5382 -4.5570
C 6.3798 4.0300 1.6672
C -9.1531 -1.2777 -3.7177
C 5.1832 0.3449 4.9664
C 0.0891 -0.5046 0.4118
C 3.9007 0.6913 2.5292
C -0.3788 -2.8929 1.0578
C 4.5126 8.4197 1.6307
C -0.6163 -3.9773 0.0050
C -9.5378 -3.7573 -3.8156
C -0.1554 -2.6672 -3.2622
C 3.1573 0.4641 3.6791
C 0.6776 -1.8770 0.5172
C 5.9273 0.5659 3.8154
C -1.0833 0.7125 3.6364
C 5.2860 0.7397 2.5971
C 3.7978 0.2921 4.8978
C 3.6594 7.0820 1.8458
H -1.1961 -4.7791 0.4705
H 0.9406 0.2374 0.3646
H -0.0083 -3.3801 1.9615
H 1.1401 -3.1729 -1.7336
H -8.5731 -1.3647 -2.7928
H 5.7381 3.7282 2.4870
H 0.3080 -4.4585 -0.3357
H 4.2328 6.3095 1.2769
H 3.2178 0.1183 5.7947
H -2.5674 -4.7100 -2.4519
H -10.1942 -1.0878 -3.4572
H -0.2999 -3.1138 -4.2645
H 2.0773 0.4224 3.6247
H -0.2378 -1.5731 -3.4089
H -8.7665 -0.4131 -4.2589
H -8.9706 -3.9223 -2.8944
H 5.6829 0.2143 5.9171
H 5.8603 0.9116 1.7026
H -3.0698 -1.1539 -0.7855
H -1.3022 -2.3587 1.2869
H 0.0220 -0.4161 -1.5778
H 1.1301 -2.1854 -0.3982
H 1.8364 -2.1696 -2.7880
H -9.5597 -2.4163 -5.4928
H -10.5906 -3.6417 -3.5585
H 3.9929 9.2777 2.0465
H 1.4441 -1.7745 1.2909
H -9.4246 -4.6534 -4.4256
H -0.5612 -0.2971 1.2633
H 4.6383 8.5715 0.5580
H -7.1457 -2.8471 -4.0847
H 2.7395 7.2137 1.2468
H 7.0080 0.6036 3.8682
H 5.4957 8.3418 2.0858
H 3.4009 0.8326 1.5767
```

Computed properties:
- multiplicity = 1
- total charge = +2
- gap between HOMO and LUMO (eV) = 1.9

Results of the Mulliken charge analysis, in e, for atoms 1 through 4: 1.1712, 0.3223, -0.1145, -0.1262

---

Going through the records in order, we get energy values of -1944.5802, -8502.8042, -2680.3973, -268.1388, -272.7656, -4102.7996 hartree.
Going through the records in order, we get energy relative to the best compared isomer or geometry (same formula, charge and spin) values of 0.00, 0.65, 102.21, 436.20, 480.50, 117.59 kJ/mol.